Record 1
This record from the Open Molecules 2025 dataset describes a molecular structure, C2H6N4O2. The level of theory is wB97M-V/def2-TZVPD.

Last column: Mulliken charge in e.
Element x y z (Å)
1 N 0.48 -0.78 -0.15  -0.078
2 C -0.46 0.10 -1.47  0.263
3 C -0.46 0.63 0.07  0.714
4 N 1.86 -0.54 -0.07  -0.580
5 N 0.26 1.79 0.30  -0.508
6 O -2.07 -0.86 0.61  -0.409
7 N -1.59 0.48 0.73  -0.687
8 O -1.13 -0.49 -2.21  -0.348
9 H -3.02 -0.75 0.72  0.355
10 H 0.11 -1.63 0.28  0.251
11 H 2.35 -1.08 -0.77  0.240
12 H 2.23 -0.75 0.85  0.209
13 H 1.16 1.81 -0.15  0.312
14 H 0.27 2.05 1.27  0.263

## Properties
**Kohn-Sham gap (spin up / spin down)**: 0.2928 / 0.2926 Eh
**Total charge**: 0
**E_HOMO (spin up / spin down)**: -7.866 / -7.862 eV
**Energy relative to the best compared isomer or geometry (same formula, charge and spin)**: 542.8 kJ/mol


Record 2
This record from the Open Molecules 2025 dataset describes 2 unconnected molecules or ions with the total composition C6H12O2. The level of theory is wB97M-V/def2-TZVPD.

Last column: Mulliken charge in e.
Element x y z (Å)
1 C 2.78 0.34 0.62  -1.276
2 C 2.14 -0.53 -0.39  -0.112
3 C 0.64 -0.16 -0.61  -0.602
4 C -0.06 0.68 0.15  0.066
5 C -1.58 0.77 0.06  -0.674
6 C -2.41 1.23 0.93  0.151
7 O -3.73 1.13 0.89  -0.481
8 H 3.95 0.29 0.75  0.301
9 H 2.39 0.30 1.63  0.356
10 H 2.86 1.42 0.26  0.318
11 H 2.34 -1.66 -0.37  0.322
12 H 2.63 -0.08 -1.44  0.149
13 H 0.05 -0.92 -1.13  0.438
14 H 0.41 1.30 0.95  0.287
15 H -1.99 0.13 -0.67  -0.102
16 H -2.25 1.83 1.77  0.405
17 H -4.01 0.73 0.07  0.301
18 H -0.79 -2.23 -0.64  0.462
19 H -1.92 -1.93 -1.63  0.332
20 O -1.44 -2.64 -1.19  -0.640

## Properties
**Kohn-Sham gap**: 0.3361 Eh
**Total charge**: 0
**E_HOMO**: -8.441 eV
**SMILES**: CC/C=C/C=C/O.O
**Energy relative to the best compared isomer or geometry (same formula, charge and spin)**: 329.1 kJ/mol


Record 3
This record from the Open Molecules 2025 dataset describes C12H16ClNO3S in the gas phase. The level of theory is wB97M-V/def2-TZVPD.

Last column: Mulliken charge in e.
Element x y z (Å)
1 C 4.80 0.95 0.61  -0.869
2 H 5.14 0.31 -0.20  0.369
3 O 3.78 0.34 1.38  -0.434
4 C 2.61 -0.09 0.86  0.412
5 C 1.80 -0.74 1.81  -0.655
6 C 0.57 -1.25 1.48  -0.544
7 C 0.10 -1.11 0.19  -0.118
8 C 0.87 -0.48 -0.76  -0.517
9 C 2.12 0.04 -0.44  0.567
10 Cl 2.96 0.82 -1.75  -0.232
11 H 0.49 -0.41 -1.77  0.568
12 S -1.54 -1.70 -0.24  1.210
13 O -1.63 -1.77 -1.67  -0.680
14 O -1.82 -2.86 0.55  -0.719
15 N -2.57 -0.52 0.27  -0.333
16 H -2.67 -0.49 1.27  0.331
17 C -2.56 0.76 -0.40  0.026
18 C -3.93 1.45 -0.27  -0.926
19 H -4.70 0.74 0.00  0.365
20 H -4.20 1.91 -1.22  0.307
21 C -3.73 2.54 0.79  -0.620
22 H -4.47 3.33 0.73  0.385
23 H -3.76 2.10 1.79  0.254
24 C -2.32 3.04 0.49  -0.731
25 H -2.34 3.67 -0.40  0.333
26 H -1.88 3.60 1.31  0.367
27 C -1.53 1.75 0.19  -0.386
28 H -1.12 1.34 1.12  0.219
29 H -0.70 1.93 -0.49  0.220
30 H -2.34 0.51 -1.44  0.383
31 H -0.04 -1.76 2.21  0.428
32 H 2.21 -0.84 2.80  0.431
33 H 5.61 1.12 1.31  0.226
34 H 4.47 1.91 0.20  0.362

## Properties
**Kohn-Sham gap**: 0.3520 Eh
**Total charge**: 0
**E_HOMO**: -9.012 eV
**SMILES**: COc1ccc(S(=O)(=O)NC2CCCC2)cc1Cl
**Energy relative to the best compared isomer or geometry (same formula, charge and spin)**: 6.5 kJ/mol


Record 4
This record from the Open Molecules 2025 dataset describes C4H8N4 in the gas phase. The level of theory is wB97M-V/def2-TZVPD.

Last column: Mulliken charge in e.
Element x y z (Å)
1 C 1.53 -0.07 -0.07  -0.471
2 C 0.35 -0.02 0.61  -0.194
3 C -1.67 -0.57 1.48  -0.089
4 C -0.81 -0.63 0.27  0.784
5 H 2.48 0.62 -1.71  0.327
6 H 0.75 1.19 -1.41  0.235
7 H 2.42 0.65 0.31  0.306
8 H 2.05 -1.10 0.07  0.273
9 H -2.85 -0.83 1.47  0.307
10 H -1.04 -1.73 -0.18  0.261
11 H -0.86 0.15 -1.70  0.365
12 H -1.38 1.16 -0.69  0.334
13 N 1.40 0.27 -1.47  -0.717
14 N 0.12 0.69 1.72  -0.471
15 N -1.00 0.09 2.28  -0.466
16 N -1.50 0.13 -0.99  -0.784

## Properties
**Kohn-Sham gap**: 0.3464 Eh
**Total charge**: 0
**E_HOMO**: -9.681 eV
**SMILES**: NCC1=NN=C[C@H]1N
**Energy relative to the best compared isomer or geometry (same formula, charge and spin)**: 529.7 kJ/mol